(1)
124
Properties=species:S:1:pos:R:3:forces:R:3 method="wB97M-V/def2-TZVPD" total_charge=0 e_above_lowest_kcal_mol=128.7 multiplicity=1
Rb -30.3246 10.1864 6.8919 -0.14 0.09 -1.11
C -30.4891 9.5968 2.9901 0.03 3.56 0.65
O -31.6413 9.6986 2.2084 -1.36 -1.91 -0.63
O -30.7323 10.5495 3.9613 1.13 -2.34 1.33
C -30.0172 8.1515 3.3835 -1.74 1.66 -1.58
F -29.0875 8.2215 4.3322 0.34 -0.47 0.79
F -31.0266 7.3525 3.7327 -0.39 -0.39 1.25
F -29.4903 7.5233 2.3232 0.88 -0.15 -0.41
C -31.7080 9.1334 0.9150 -0.61 1.22 -0.62
C -33.0156 9.6517 0.2686 0.36 -0.32 -0.24
H -33.3056 9.0298 -0.5782 0.08 -0.37 -0.03
H -33.8734 9.6846 0.9403 0.20 0.09 0.17
H -32.8554 10.6334 -0.1772 -0.04 0.15 0.49
H -31.6444 8.0468 0.8564 0.04 -0.17 0.42
H -30.9074 9.5547 0.3072 0.47 -0.25 -0.08
H -29.7056 9.9854 2.3396 0.97 -0.38 -0.31
C -30.5772 5.3518 -0.8455 -1.04 -0.01 0.22
O -29.3761 5.7596 -1.4196 1.77 2.69 -1.23
C -29.2937 7.0025 -2.0492 -0.23 -0.08 -1.16
O -30.1811 7.8246 -2.2432 1.47 -1.77 0.95
O -28.0245 7.1029 -2.5761 -0.69 -1.41 2.08
C -27.6790 8.2503 -3.3158 -1.49 0.26 -1.42
H -31.1114 6.1517 -0.3327 0.15 0.20 -0.15
H -30.3294 4.6024 -0.0938 0.00 -0.08 -0.22
H -31.2040 4.9422 -1.6377 -0.24 -0.16 0.17
H -27.9786 9.1657 -2.8055 0.33 0.01 -0.08
H -28.2617 8.1416 -4.2306 -0.27 0.65 -0.19
H -26.6613 8.2284 -3.7056 0.20 -0.24 1.00
C -27.1132 10.3424 -0.2572 0.06 -0.42 -1.55
O -28.4030 10.9168 -0.0141 -0.37 1.68 -0.51
C -28.8107 11.9108 -0.9055 -0.02 -0.92 -0.57
O -28.2544 12.1501 -1.9568 -0.61 0.08 1.18
O -29.9674 12.4473 -0.4573 1.49 -1.23 1.06
C -30.7851 13.2733 -1.2145 -0.77 1.39 -2.26
H -27.2315 9.2992 -0.5500 -0.31 -0.26 0.68
H -26.3917 10.4313 0.5550 -0.53 0.26 0.21
H -26.6910 10.7294 -1.1846 0.12 0.62 0.25
H -30.3867 13.6530 -2.1554 0.97 -0.46 -0.07
H -31.0549 14.2192 -0.7449 0.04 -0.48 0.92
H -31.6940 12.7831 -1.5634 -0.05 -0.34 0.71
C -33.9577 2.8030 -5.5273 0.13 0.35 0.02
O -33.3778 3.9906 -4.9277 -2.28 1.04 1.31
C -34.2879 4.8694 -4.2154 -0.28 -0.34 -0.96
O -35.5238 4.8348 -4.1500 3.56 -0.44 -0.23
O -33.4746 5.8095 -3.6971 -0.55 -1.38 -0.30
C -34.0061 6.8168 -2.8020 0.17 -0.30 -1.14
H -33.4786 1.8961 -5.1585 -0.12 0.20 0.78
H -33.6909 2.7489 -6.5828 -0.34 0.66 -0.15
H -35.0344 2.8108 -5.3580 0.11 -0.21 -0.17
H -34.9869 6.5172 -2.4327 0.24 0.05 0.28
H -34.0964 7.7023 -3.4311 -0.13 0.19 0.36
H -33.1975 6.9392 -2.0814 -0.45 0.17 0.24
C -27.5028 5.7754 5.5299 -0.38 1.91 -0.49
O -27.9193 4.7882 6.3910 0.95 -2.90 2.57
C -27.0076 4.1790 7.1854 0.58 -1.56 0.93
O -25.7866 4.2104 7.1439 -2.27 0.51 -0.12
O -27.7177 3.3712 8.0836 -1.47 3.04 -3.92
C -27.1047 2.6949 9.0658 2.42 -1.71 1.24
H -26.4321 5.8846 5.3574 -0.08 -0.64 -0.15
H -27.8262 6.6766 6.0510 0.07 0.55 -0.54
H -28.1328 5.6285 4.6527 0.56 0.35 -0.28
H -26.1649 2.2507 8.7378 0.40 0.25 -0.17
H -27.6814 1.7967 9.2868 -0.47 0.49 0.54
H -26.8598 3.3564 9.8968 -0.30 -0.32 0.40
C -37.0907 14.0268 0.7401 -1.29 1.16 0.21
O -35.8218 13.5122 0.6422 2.15 -0.40 -0.70
C -35.1654 13.5168 -0.5344 -0.03 -2.06 0.40
O -34.0979 12.9463 -0.6066 -0.62 1.58 -0.46
O -35.9375 13.9618 -1.5440 -0.81 0.16 1.05
C -35.3754 14.5602 -2.6803 1.48 0.33 -0.19
H -37.7640 13.5084 0.0575 -0.32 0.12 0.32
H -37.0948 15.0979 0.5381 -0.11 0.10 -0.35
H -37.3570 13.9606 1.7950 -0.27 -0.42 -0.24
H -34.7535 13.8554 -3.2323 -0.14 -0.02 -0.14
H -34.7258 15.3587 -2.3220 0.14 0.18 -0.26
H -36.1343 15.0128 -3.3186 -0.22 -0.41 0.30
C -37.5882 7.3465 3.5556 1.30 0.19 -0.22
O -36.5394 7.4483 2.5602 1.04 -0.55 -0.02
C -35.5989 6.4492 2.5370 -0.75 1.78 -0.95
O -35.5770 5.5250 3.2940 0.66 -0.28 -0.44
O -34.7676 6.8098 1.4991 -0.24 -1.01 0.20
C -33.7378 5.9109 0.9808 -0.18 0.60 0.56
H -37.1496 7.0097 4.4949 -0.26 -0.61 -0.13
H -38.3262 6.6922 3.0915 -0.36 0.24 0.70
H -37.8718 8.3763 3.7732 -0.53 -0.18 -0.53
H -32.9846 6.5445 0.5125 -0.01 0.30 0.66
H -34.0339 5.3047 0.1246 -0.87 -0.32 0.43
H -33.3329 5.3307 1.8099 0.08 -0.11 -0.26
C -37.7229 10.3082 0.3885 0.18 0.33 -1.26
O -38.8113 9.6090 1.0102 -1.60 0.58 0.42
C -40.1017 10.1205 0.8854 1.91 2.76 -1.30
O -40.3944 11.2672 0.5086 0.79 -2.68 0.94
O -40.9225 9.1710 1.2265 -1.73 -1.98 0.50
C -42.3494 9.4349 1.2316 -0.40 2.37 -0.53
H -36.7433 9.9101 0.6530 -0.51 -0.46 0.62
H -37.6621 11.3796 0.5797 -0.50 -0.14 0.25
H -37.8158 10.1500 -0.6860 -0.06 0.24 -0.13
H -42.6368 9.9497 2.1483 0.31 -0.09 0.13
H -43.1330 8.7020 1.0398 1.34 -1.40 0.24
H -42.5737 10.1297 0.4222 0.35 0.36 0.05
C -37.1837 12.3376 -5.6789 -1.30 -0.48 0.80
O -35.8013 12.1049 -5.3067 -0.60 0.23 -1.28
C -35.5552 11.4325 -4.1705 -3.04 -0.12 2.31
O -36.4268 11.0403 -3.3664 2.26 0.69 -2.14
O -34.2548 11.3811 -4.0053 -0.55 0.11 -0.28
C -33.6920 10.7730 -2.8434 2.24 -0.02 -0.37
H -37.6351 13.1305 -5.0826 0.22 -0.27 0.55
H -37.7932 11.4358 -5.6207 0.28 -0.20 0.89
H -37.5002 12.6296 -6.6802 1.94 0.25 -0.64
H -34.0813 9.8073 -2.5210 -0.48 0.45 -0.23
H -33.4554 11.4636 -2.0340 -1.27 0.11 0.01
H -32.6872 10.6498 -3.2473 0.23 -0.85 0.22
C -33.9394 9.3424 4.0572 0.54 1.13 -0.31
O -35.2889 9.6603 4.3799 -0.41 -1.34 1.02
C -35.9562 10.4974 3.6113 3.53 0.61 -1.81
O -35.5568 11.0116 2.5885 -0.15 -0.47 -0.03
O -37.0212 10.8087 4.2198 -3.56 0.18 1.83
C -37.8805 11.8050 3.7018 -0.46 0.43 -0.23
H -33.4133 10.2970 4.0637 0.37 -0.20 -0.74
H -33.8722 8.8192 3.1033 0.13 0.18 0.16
H -33.4565 8.7888 4.8625 -0.68 -0.41 0.05
H -38.6221 11.9632 4.4848 0.27 0.31 0.04
H -38.4510 11.5286 2.8151 0.33 -0.51 -0.12
H -37.3140 12.6977 3.4366 -0.02 0.00 0.34

---

(2)
105
Properties=species:S:1:pos:R:3:forces:R:3 method="wB97M-V/def2-TZVPD" total_charge=0 multiplicity=6
Mn 1.0332 0.9017 0.2317 -0.44 -0.31 -0.31
C 1.7952 -0.3804 3.2197 0.10 -0.67 -0.26
N 1.7771 0.9505 2.6149 0.09 0.31 0.77
C 0.9005 1.8014 3.4496 -0.01 0.23 -0.14
C 3.1441 1.4881 2.6485 -0.33 0.46 0.22
C 4.0152 0.9631 1.5330 0.61 0.13 -0.04
N 3.4804 1.2787 0.1996 0.55 -0.04 0.06
C 4.2030 0.4799 -0.8017 0.11 -0.54 0.15
C 3.7862 2.6787 -0.0774 0.05 0.48 -0.09
H 2.1114 -0.3595 4.2881 -0.17 0.13 -0.47
H 2.5050 -1.0016 2.6576 -0.23 0.04 0.29
H 0.8117 -0.8469 3.1186 0.18 0.09 0.03
H 1.2731 1.8900 4.5009 -0.08 -0.06 -0.64
H -0.0857 1.3228 3.4814 0.14 0.23 -0.02
H 0.8069 2.8056 2.9862 0.01 -0.63 0.38
H 3.6280 1.2642 3.6197 -0.14 0.12 -0.22
H 3.0452 2.5860 2.5764 0.23 -0.40 0.03
H 4.1741 -0.1161 1.5861 -0.19 0.01 0.15
H 5.0206 1.4325 1.6643 -0.38 -0.31 -0.17
H 5.3026 0.5544 -0.6694 -0.38 0.11 0.01
H 3.9533 0.8188 -1.8020 -0.12 0.05 -0.05
H 3.9188 -0.5730 -0.7113 0.00 0.12 -0.04
H 4.8819 2.8623 -0.1170 -0.38 -0.16 0.13
H 3.3564 3.3000 0.7064 0.04 0.17 -0.08
H 3.3616 2.9824 -1.0273 -0.17 0.01 -0.10
C -1.6153 -3.0436 -3.1558 -0.05 0.14 -0.57
C -2.2708 -2.5815 -1.8656 1.97 -0.05 1.36
C -3.3871 -3.5089 -1.4415 -0.33 -0.03 -0.21
C -2.6142 -1.1111 -1.8472 -0.17 0.42 -0.71
O -1.1894 -2.7407 -0.8677 -0.74 -0.31 -1.01
Si -0.8713 -2.1186 0.5976 0.08 0.31 0.32
O -0.0985 -0.7311 0.5786 0.50 0.73 -0.01
O -0.0419 -3.3010 1.3905 0.72 -0.34 0.06
C 1.1203 -4.0793 0.9298 -1.93 0.58 0.58
C 1.6005 -4.7834 2.1788 0.82 0.05 0.42
C 2.1600 -3.1255 0.3862 0.39 0.05 -0.30
C 0.5799 -5.0883 -0.0841 0.53 -0.61 0.15
O -2.3102 -1.9432 1.3842 -0.63 -0.04 0.60
C -2.8043 -2.3436 2.7136 0.60 0.33 -2.12
C -4.1501 -1.6515 2.8303 -0.29 0.34 0.78
C -1.7982 -1.8265 3.7119 0.30 0.06 0.73
C -2.9134 -3.8633 2.6652 -0.25 -0.16 0.93
H -2.2960 -2.8508 -4.0003 0.16 -0.19 0.13
H -1.4226 -4.1276 -3.0869 0.02 0.43 -0.13
H -0.6639 -2.5086 -3.3586 -0.55 -0.26 0.33
H -4.2139 -3.4498 -2.1625 0.03 0.00 0.19
H -3.7387 -3.2366 -0.4392 0.03 -0.10 -0.24
H -3.0145 -4.5421 -1.4431 -0.11 0.25 0.13
H -3.3038 -0.8457 -2.6573 0.06 -0.05 -0.02
H -1.6866 -0.5248 -1.9664 -0.35 -0.20 0.06
H -3.1012 -0.8413 -0.9153 0.03 -0.01 0.23
H 1.8660 -4.0587 2.9740 -0.14 -0.25 -0.44
H 2.4974 -5.3792 1.9566 -0.16 0.08 0.06
H 0.8423 -5.4516 2.5771 -0.16 -0.03 -0.03
H 2.4977 -2.4372 1.1757 -0.21 -0.20 -0.21
H 1.7884 -2.5343 -0.4625 0.01 -0.16 0.20
H 3.0305 -3.6986 0.0586 0.07 0.02 -0.09
H -0.1990 -5.7412 0.3648 0.45 0.51 -0.09
H 1.4125 -5.7396 -0.3980 -0.27 0.12 -0.10
H 0.1452 -4.5807 -0.9379 0.08 0.02 -0.10
H -4.0218 -0.5583 2.7289 -0.02 -0.46 0.05
H -4.6330 -1.8493 3.8112 0.32 0.06 -0.46
H -4.8345 -1.9876 2.0553 0.03 -0.07 -0.14
H -1.6876 -0.7256 3.6483 -0.09 -0.53 -0.18
H -0.8194 -2.3044 3.5353 -0.39 0.19 0.11
H -2.1252 -2.0531 4.7344 0.10 -0.04 -0.06
H -3.6993 -4.1937 1.9785 0.23 0.20 -0.11
H -3.2047 -4.2440 3.6566 0.14 0.02 -0.13
H -1.9477 -4.2963 2.3881 -0.23 0.07 0.01
O 1.2284 -0.6203 -2.2050 0.16 0.34 -0.06
C 1.2507 0.5067 -2.6867 -0.10 0.32 1.26
N 1.2401 1.6798 -1.9405 0.14 0.06 -0.84
C 1.3233 2.7610 -2.8421 -0.05 0.38 1.98
O 1.4070 3.9569 -2.5392 -0.06 -1.16 -0.25
C 1.3410 2.2315 -4.2164 0.58 -1.20 -0.62
C 1.5347 2.8128 -5.4443 -0.13 0.43 -0.28
C 1.5655 1.9994 -6.5818 -0.11 -0.40 0.29
C 1.4113 0.6118 -6.4781 0.17 0.48 0.42
C 1.3171 0.0213 -5.2177 -0.08 -0.01 0.20
C 1.3176 0.8445 -4.1080 -0.39 0.16 -1.32
H 1.6527 3.8871 -5.5060 -0.03 0.02 -0.15
H 1.7151 2.4392 -7.5540 -0.04 0.12 -0.14
H 1.3981 -0.0069 -7.3605 0.04 -0.02 -0.16
H 1.2323 -1.0502 -5.0775 0.06 0.01 -0.11
C -3.2505 3.0237 -0.7466 -0.15 0.47 -0.31
N -2.2303 2.7304 0.2254 0.33 0.47 0.64
C -2.3986 1.4937 0.9849 0.46 -0.02 -0.17
C -1.0692 3.4606 0.2852 0.41 -0.20 0.53
N 0.0746 2.8750 0.5603 -0.41 0.17 -0.42
N -1.1528 4.8275 0.1090 0.02 -0.19 -0.38
C 0.0067 5.6259 -0.2304 0.50 0.19 -0.24
C -2.2349 5.6580 0.5966 -0.48 -0.20 -0.40
H -3.2509 2.2976 -1.5667 0.00 -0.10 0.11
H -3.0532 4.0056 -1.1852 -0.15 -0.20 0.01
H -4.2469 3.0316 -0.2847 0.16 0.00 -0.07
H -3.4635 1.3847 1.1741 -0.12 -0.14 0.00
H -1.8881 1.5603 1.9523 0.00 0.06 -0.25
H -2.0112 0.6088 0.4643 -0.14 0.21 0.16
H 0.8204 3.5634 0.4965 -0.08 0.03 0.33
H 0.6566 5.1355 -0.9761 -0.34 0.08 0.41
H 0.5987 5.9275 0.6578 -0.19 -0.19 -0.19
H -0.3732 6.5549 -0.6798 0.21 -0.23 0.04
H -3.0711 5.0497 0.9479 0.14 0.15 -0.01
H -2.5706 6.3159 -0.2239 -0.11 -0.22 0.30
H -1.8893 6.3135 1.4006 0.04 -0.12 0.13

---

Number 1: electronic energy -101299.692 eV. Number 2: electronic energy -93552.704 eV.